150
Properties=species:S:1:pos:R:3 method="wB97M-V/def2-TZVPD" orbital_gap_ha=0.3021 e_tot_ha=-7388.046874 total_charge=+1 homo_energy_ev=-11.2
C 5.487 -0.663 1.384
O 2.922 -2.637 4.164
H 7.440 1.333 -1.895
C 5.955 -6.324 8.155
H 6.678 3.179 1.027
H 2.462 5.405 0.701
H -9.778 0.931 -3.814
H -2.249 -3.277 7.162
H 7.295 3.700 -1.908
H -3.334 1.945 0.025
C 7.906 -5.323 8.689
O -0.450 -0.303 0.950
H 2.791 2.412 -3.842
N 4.742 -1.741 -2.395
O -2.585 -4.376 -4.094
C 1.871 9.137 -1.113
C 3.145 5.115 -0.080
H 6.630 -0.387 -3.312
H -0.078 -2.400 7.769
H 1.902 1.043 -3.144
O 4.896 -6.523 7.646
H -7.675 -0.245 -3.640
H 2.403 2.623 1.452
O -2.239 -1.685 0.938
C -3.348 -0.167 -4.165
H 0.634 8.157 -2.615
H -4.419 -5.024 -3.405
O -0.602 -5.393 -3.766
H 3.750 3.296 -1.098
C -1.313 -0.455 6.173
C -5.290 -0.039 -5.306
O -5.464 3.603 -0.762
H 5.554 4.027 0.018
C 3.411 -3.683 4.465
O -0.410 2.293 -4.150
O 2.496 8.737 -3.285
H -3.036 -0.115 -3.124
C -4.342 1.660 -0.281
H 1.524 0.212 1.382
H 0.822 9.903 -2.866
H -6.379 2.119 0.339
H 7.306 -0.771 -0.137
O -5.095 3.577 -2.982
C -3.737 -4.184 -3.263
O -0.108 -1.083 6.183
C -5.401 2.596 0.255
C -13.787 -3.343 -3.729
H 0.351 -3.115 6.203
C 7.288 5.481 -0.801
C -1.192 -1.361 1.388
H 2.743 5.559 -0.982
H 7.703 1.335 -0.091
O -4.546 0.996 -5.741
H 8.375 -7.425 9.019
C 7.423 3.971 -0.871
C -15.604 -4.605 -4.180
C -1.769 -2.649 6.416
N 5.424 -0.064 0.168
C 7.018 1.201 -0.915
C -1.618 -4.957 -3.339
O 4.635 -4.104 4.044
H 8.398 3.638 -0.533
C -3.473 1.191 -4.806
C 6.568 -0.262 -0.740
N 6.911 5.956 0.532
H -4.253 -3.264 -3.528
O -9.009 -1.518 -2.667
H 6.496 5.756 -1.492
H 8.880 -5.197 8.226
H -3.798 -4.553 -1.119
H 7.449 5.481 1.242
H -3.762 1.962 -4.096
C -9.748 -0.057 -4.276
C -13.644 -4.691 -3.064
O -1.020 3.396 -2.284
C -0.304 -2.405 6.702
H 0.841 1.105 -5.317
H 7.688 -4.451 9.307
C 7.774 -6.623 9.449
O -16.655 -4.933 -4.616
O -1.968 -4.962 -2.028
C 4.960 -5.292 4.800
H 1.067 -1.424 3.560
C 6.359 3.311 0.000
H 5.392 -1.966 3.235
H 1.069 2.857 -5.472
H 4.751 -2.752 -2.438
H -2.567 1.501 -5.317
H 7.159 -2.313 -2.219
H 3.168 -6.464 4.458
O -1.461 0.701 5.951
H 3.585 0.753 1.357
O -6.344 -0.357 -5.753
H -5.137 3.034 1.214
H -2.829 -3.142 -1.582
C 3.371 2.831 1.040
H 5.508 -6.000 4.184
Br 4.210 3.873 2.490
N 5.810 2.054 -0.603
P 6.229 -1.256 -2.270
H 4.136 5.517 0.072
H -12.967 -5.356 -3.605
C -5.017 3.062 -1.917
O -4.682 -0.678 -4.274
O 6.880 -5.451 7.692
H -14.072 -2.559 -3.027
H 8.181 5.955 -1.194
C 0.612 -0.107 1.886
C 5.065 1.235 0.184
O -10.831 -0.842 -3.758
C -10.357 -1.585 -2.730
O 1.143 2.903 -2.664
O 3.037 8.304 -1.165
C 3.124 3.605 -0.273
C 1.802 2.033 -3.594
H -12.888 -3.034 -4.256
O 6.387 -6.940 9.270
C 3.428 8.212 -2.460
H 1.182 8.789 -0.349
H -4.514 0.621 -0.009
C 1.318 9.002 -2.514
C 0.857 2.046 -4.774
O 4.452 7.727 -2.815
O -14.973 -5.217 -3.146
H 5.575 -5.006 5.647
H 0.314 0.659 2.606
H 8.014 -6.527 10.504
H 2.179 10.157 -0.878
H 2.109 3.397 -0.567
H -9.829 0.054 -5.353
C -8.540 -0.861 -3.856
H 7.114 6.943 0.578
O -11.037 -2.213 -1.986
C 3.604 -5.801 5.209
O 2.827 -4.589 5.256
N 4.001 1.534 0.874
C 0.754 -1.472 2.521
O -2.312 -1.324 6.442
C -3.136 -4.147 -1.880
O -14.866 -3.566 -4.645
C -0.183 2.910 -2.967
H -2.671 -0.832 -4.707
H 3.606 -6.302 6.171
H -8.262 -1.614 -4.591
H 1.439 -2.124 1.976
H -13.319 -4.620 -2.030
O -0.573 -1.993 2.410
C 5.484 -1.314 2.408
O -4.463 1.841 -1.698
H -1.937 -3.078 5.427

117
Properties=species:S:1:pos:R:3 method="wB97M-V/def2-TZVPD" orbital_gap_ha="0.2737 / 0.1578" e_tot_ha=-7087.445881 multiplicity=6 homo_energy_ev="-7.1 / -7.1" e_above_lowest_ev=1.039
H -4.930 3.299 -3.629
C -1.211 -4.521 -1.800
C 2.403 -3.582 -4.773
H -0.260 5.904 -4.907
Se 1.200 1.692 -0.830
C 0.880 3.606 -5.884
H -0.177 -3.803 0.650
C 3.566 -3.406 4.104
C 1.331 -2.501 8.448
H 2.444 4.391 2.479
H -1.541 -0.637 6.182
H 1.993 -3.009 5.911
H 0.637 -3.575 -3.056
C -0.004 -0.929 -1.036
C 0.017 -2.435 7.653
H -1.448 -3.832 6.877
C 0.252 -1.845 6.269
H 1.817 -1.528 8.465
H -0.675 -0.574 8.534
H 4.380 -2.518 -3.205
H 2.651 -4.250 -3.952
H -5.881 4.005 -2.328
Br -1.720 0.682 3.586
H -4.521 1.351 -2.034
H -0.266 -5.025 -1.614
H 1.044 3.978 -6.894
C -3.865 4.411 -0.539
C 2.332 -2.733 2.060
H 3.062 -3.815 -5.607
C -1.129 -3.348 0.389
H 2.329 -0.170 -5.288
C 1.048 -0.110 -1.537
C 1.638 -1.758 4.246
C -0.124 -2.232 -1.624
H 1.873 -1.923 1.499
C 0.094 2.815 -3.226
H 4.684 -1.444 2.678
C 1.877 -0.499 -2.566
H 1.383 -3.776 -5.094
C 2.825 -2.246 3.432
C 1.346 -2.255 5.497
C 3.824 -1.096 3.245
H 1.686 2.794 2.238
C 0.740 -2.590 -2.638
H -1.981 -1.655 8.026
H -1.488 3.826 1.578
C -2.590 -2.482 -1.443
H -0.763 -4.301 8.440
C 2.588 -2.121 -4.356
C -0.861 3.392 -4.053
O 1.050 -0.170 2.571
H -3.382 3.958 0.321
C -3.915 3.409 -1.704
C -1.478 3.050 -6.442
H 1.367 3.717 3.721
H -1.059 -2.015 9.478
C 0.782 -0.757 3.670
C -2.143 3.569 -3.518
H 3.357 -0.271 2.714
C -0.577 3.837 -5.478
H -2.681 -2.274 -2.508
H -1.929 -4.000 0.730
C -0.384 -0.469 4.421
C 2.175 -1.218 -5.530
H -3.406 -3.141 -1.148
C -4.463 2.062 -1.212
H 1.122 -1.359 -5.767
H 1.558 4.136 -5.218
O -0.809 -0.515 -0.143
H -5.459 2.197 -0.795
H 4.168 -0.739 4.214
H 4.366 -3.742 3.444
H 2.899 -4.249 4.277
H -2.890 4.016 -4.153
H 4.011 -3.096 5.047
C -1.503 2.677 -1.352
C 0.344 4.440 1.976
H -1.213 -2.397 0.907
H 1.099 2.626 -3.568
H -2.685 -1.545 -0.899
C -0.873 5.339 -5.606
H -1.916 5.560 -5.400
H 2.021 -3.224 8.020
H -4.872 4.705 -0.253
H -1.284 3.348 -7.471
H -3.311 5.303 -0.832
C -1.238 -3.145 -1.130
O -0.764 3.577 2.172
C 4.074 -1.900 -4.046
H 3.166 -3.120 1.479
O -1.736 2.460 -0.119
H 1.128 2.547 -5.874
H 4.680 -2.168 -4.910
H -2.009 -5.132 -1.383
H 1.603 -3.530 2.186
C 1.734 -1.752 -3.152
H 2.759 -1.452 -6.419
C -0.220 2.465 -1.928
H -2.530 3.228 -6.234
C -4.884 3.951 -2.760
H 4.284 -0.863 -3.799
H 0.187 -4.487 6.960
C 1.546 3.804 2.651
C -0.989 -1.613 8.468
H 2.628 0.198 -2.909
H -4.603 4.953 -3.076
H 1.130 -2.807 9.474
H -1.373 -4.448 -2.873
C -0.642 -0.958 5.681
H -3.824 1.643 -0.439
C -2.502 3.220 -2.237
H 0.545 4.581 0.901
H 0.121 5.420 2.419
C -0.538 -3.858 7.472
H -1.288 1.983 -6.350
Ru -0.389 1.132 1.306
H -0.650 5.680 -6.616